1.
C5H10O2 | the ωB97M-V functional and the def2-TZVPD basis

XYZ file:
```
17
C5H10O2 | the OMol25 dataset | the ωB97M-V functional and the def2-TZVPD basis
O 2.30 0.09 1.00
C 1.57 -0.58 0.01
C 0.12 -0.47 0.30
C -0.36 1.21 0.24
C -1.78 1.05 -0.07
O -1.97 -0.41 -0.83
C -0.80 -1.11 -0.70
H 3.24 0.05 0.77
H 1.73 -0.15 -1.00
H 1.85 -1.64 -0.06
H -0.13 -0.72 1.33
H -0.03 1.72 1.14
H 0.10 1.82 -0.56
H -2.30 1.86 -0.57
H -2.32 0.81 0.86
H -0.33 -1.34 -1.67
H -0.90 -2.19 -0.17
```

As for the HOMO-LUMO gap: 10.259 eV. Its HOMO energy is -9.42 eV. The SMILES is OC[C@H]1CCOC1. The energy above the lowest of the compared OMol25 structures with the same formula, charge and spin comes out at 70.6 kcal per mole. The electronic energy comes out at -346.9130 hartree.

***

2.
C5H10O2 | the ωB97M-V functional and the def2-TZVPD basis

XYZ file:
```
17
C5H10O2 | the OMol25 dataset | the ωB97M-V functional and the def2-TZVPD basis
C -2.35 -0.82 -0.13
C -1.62 0.48 -0.46
C -0.21 0.47 0.05
O 0.71 -0.28 -0.75
C 0.88 1.16 -0.63
C 3.04 -0.14 1.29
O 2.67 -1.27 0.76
H -3.37 -0.82 -0.53
H -1.82 -1.68 -0.57
H -2.41 -0.98 0.95
H -1.57 0.63 -1.54
H -2.16 1.34 -0.04
H -0.08 0.30 1.12
H 1.90 -1.07 0.17
H 1.77 1.42 -0.05
H 0.69 1.70 -1.55
H 3.93 -0.42 1.91
```

As for the HOMO-LUMO gap: 9.426 eV. Its HOMO energy is -8.37 eV. The energy above the lowest of the compared OMol25 structures with the same formula, charge and spin comes out at 111.3 kcal per mole. The electronic energy comes out at -346.8481 hartree.

***

3.
C5H10O2 | the ωB97M-V functional and the def2-TZVPD basis

XYZ file:
```
17
C5H10O2 | the OMol25 dataset | the ωB97M-V functional and the def2-TZVPD basis
O 2.50 0.25 -0.46
C 1.53 -0.53 0.20
C 0.25 -0.61 -0.61
C -0.94 -1.23 0.13
C -1.71 0.15 0.30
C -0.52 1.66 0.11
O -0.27 0.67 -0.97
H 2.14 1.15 -0.53
H 1.33 -0.15 1.21
H 1.95 -1.54 0.31
H 0.47 -1.06 -1.58
H -0.70 -1.71 1.09
H -1.48 -1.99 -0.48
H -1.94 0.35 1.31
H -2.54 0.26 -0.40
H 0.34 1.70 0.83
H -0.41 2.64 -0.46
```

As for the HOMO-LUMO gap: 9.136 eV. Its HOMO energy is -8.31 eV. The energy above the lowest of the compared OMol25 structures with the same formula, charge and spin comes out at 130.6 kcal per mole. The electronic energy comes out at -346.8173 hartree.

***

4.
C5H10O2 | the ωB97M-V functional and the def2-TZVPD basis

XYZ file:
```
17
C5H10O2 | the OMol25 dataset | the ωB97M-V functional and the def2-TZVPD basis
C 2.04 -0.05 -0.52
C 0.80 0.21 0.32
O 0.10 1.31 -0.28
C -1.31 1.09 -0.23
C -1.49 -0.05 0.76
C -0.25 -0.91 0.45
O -0.40 -1.69 -0.71
H 2.52 0.92 -0.69
H 1.79 -0.47 -1.50
H 2.76 -0.71 -0.03
H 1.11 0.48 1.34
H -1.69 0.82 -1.23
H -1.82 2.00 0.08
H -1.40 0.35 1.78
H -2.44 -0.58 0.67
H -0.04 -1.61 1.26
H -0.28 -1.12 -1.48
```

As for the HOMO-LUMO gap: 10.627 eV. Its HOMO energy is -9.68 eV. The SMILES is C[C@H]1OCC[C@H]1O. The energy above the lowest of the compared OMol25 structures with the same formula, charge and spin comes out at 30.7 kcal per mole. The electronic energy comes out at -346.9765 hartree.

***

5.
C5H10O2 | the ωB97M-V functional and the def2-TZVPD basis

XYZ file:
```
17
C5H10O2 | the OMol25 dataset | the ωB97M-V functional and the def2-TZVPD basis
C -2.17 -0.57 0.38
C -1.33 0.49 -0.27
O -0.96 1.46 0.40
C 0.50 -0.79 -0.34
C 1.53 0.00 -0.74
C 1.98 -0.01 0.70
O 0.79 -0.79 1.03
H -3.14 -0.09 0.58
H -2.33 -1.42 -0.29
H -1.74 -0.91 1.33
H -1.42 0.58 -1.38
H 0.33 1.81 -0.31
H -0.01 -1.62 -0.80
H 2.07 0.06 -1.67
H 0.98 1.51 -0.71
H 2.03 0.92 1.27
H 2.89 -0.61 0.83
```

As for the HOMO-LUMO gap: 8.848 eV. Its HOMO energy is -8.16 eV. The energy above the lowest of the compared OMol25 structures with the same formula, charge and spin comes out at 148.4 kcal per mole. The electronic energy comes out at -346.7890 hartree.

***

6.
C5H10O2 | the ωB97M-V functional and the def2-TZVPD basis

XYZ file:
```
17
C5H10O2 | the OMol25 dataset | the ωB97M-V functional and the def2-TZVPD basis
C -1.54 -1.86 0.99
C -0.37 -1.02 0.62
O -0.50 -0.20 -0.35
C 0.43 0.65 -0.80
C 1.82 0.56 -0.31
C -0.03 1.50 -1.86
O 0.67 2.33 -2.43
H -1.43 -2.89 0.63
H -1.64 -1.92 2.08
H -2.46 -1.45 0.58
H -0.44 1.18 1.78
H 0.59 -1.11 1.11
H -0.30 1.67 1.23
H 2.40 1.33 -0.83
H 1.92 0.72 0.77
H 2.27 -0.42 -0.54
H -1.10 1.36 -2.12
```

As for the HOMO-LUMO gap (spin up / spin down): 7.432 / 8.072 eV. Its HOMO energy (spin up / spin down) is -7.62 / -7.81 eV. The energy above the lowest of the compared OMol25 structures with the same formula, charge and spin comes out at 105.5 kcal per mole. The electronic energy comes out at -346.8573 hartree.